C25H30N6OPd | ωB97M-V/def2-TZVPD

Each line ends with the Löwdin charge.
Geometry (Å):
Pd (-0.53774, 0.05328, 0.39772)  0.843
O (-0.50292, -0.07705, -1.78663)  -0.357
N (0.70079, 1.72887, 2.53690)  0.075
N (1.42917, 0.01511, 1.12801)  0.005
N (-0.62655, -1.74769, 2.98128)  -0.069
N (2.28162, -2.93230, 1.35999)  0.144
N (-2.61070, 0.35949, 0.49155)  -0.046
N (0.39855, -2.77129, 0.15744)  0.173
C (-1.36505, 0.66807, -2.54657)  -0.662
C (-0.79605, 2.07350, -2.79837)  -0.093
C (0.22512, -0.58579, 3.27894)  -0.200
C (3.49326, 2.74543, -0.34052)  -0.146
C (1.60328, 2.26469, 1.61578)  -0.248
C (-4.62523, 1.30750, 0.83532)  -0.130
C (0.90762, -2.89380, 1.34410)  -0.348
C (2.05529, 3.55670, 1.43468)  -0.066
C (0.45341, 0.34135, 2.08817)  -0.506
C (3.96933, -2.30784, -1.88192)  -0.138
C (1.50725, -2.63892, -0.67926)  -0.233
C (-3.25418, 1.46349, 0.96357)  -0.411
C (0.09343, -2.95529, 2.61348)  -0.181
C (2.05491, 1.20586, 0.80042)  -0.266
C (1.54090, -2.32023, -2.03432)  -0.013
C (3.01564, 3.79125, 0.44335)  -0.161
C (-1.63685, -0.02343, -3.89192)  -0.100
C (-3.56172, -0.51591, 0.06982)  -0.414
C (-3.17101, -1.81938, -0.55318)  -0.065
C (3.02087, 1.44309, -0.16801)  -0.034
C (-2.49569, 2.61176, 1.54769)  -0.081
C (3.94362, -2.57363, -0.52426)  -0.056
C (-4.82739, 0.02040, 0.26397)  -0.126
C (2.78374, -2.17227, -2.62353)  -0.109
C (2.68969, -2.72660, 0.05894)  -0.224
H (-0.62318, -3.77328, 2.50502)  0.107
H (-4.02483, -2.50485, -0.57916)  0.057
H (0.75781, -3.22747, 3.44265)  0.099
H (-2.35071, -2.29073, -0.00731)  0.039
H (1.67621, 4.37221, 2.04231)  0.089
H (-2.34971, 0.81676, -2.05749)  0.109
H (-3.08406, 3.53245, 1.50108)  0.059
H (-0.60078, 2.55551, -1.83772)  0.055
H (2.83721, -2.76145, 2.17768)  0.143
H (-2.33415, 0.54420, -4.52207)  0.054
H (-0.26377, 0.01442, 4.05288)  0.092
H (-0.14065, 2.27221, 2.67411)  0.080
H (-0.68979, -0.14261, -4.43252)  0.060
H (-2.05437, -1.01763, -3.71806)  0.049
H (-2.80375, -1.68233, -1.57296)  0.048
H (-5.76763, -0.44768, 0.00356)  0.059
H (-2.23261, 2.43910, 2.60067)  0.055
H (4.85715, -2.62278, 0.05682)  0.092
H (-1.56193, 2.76491, 1.00016)  0.050
H (2.84552, -1.89347, -3.66893)  0.086
H (0.15978, 1.98718, -3.32762)  0.063
H (-5.37999, 2.03133, 1.11706)  0.059
H (0.61159, -2.08834, -2.54102)  0.096
H (3.35037, 0.62874, -0.80314)  0.094
H (4.22716, 2.94774, -1.11327)  0.076
H (-1.47716, 2.70714, -3.38350)  0.053
H (3.38004, 4.79995, 0.28110)  0.070
H (-1.21949, -1.45147, 2.19739)  0.068
H (1.17465, -0.93710, 3.70328)  0.102
H (4.92465, -2.16107, -2.37363)  0.081

The strongest force on any atom comes out at 0.0181 Eh/bohr. As for the gap between HOMO and LUMO: 5.55 eV. Its charge is -2. The energy above the lowest of the compared OMol25 structures with the same formula, charge and spin is 0.0 kcal per mole. For the total energy, the calculation gives -40880.414 eV.